No. 1
Here is a molecular structure, C4H6N2OS at a distorted geometry from OMol25. Energies are from ωB97M-V with the def2-TZVPD basis set.

Its orbital gap is 8.43 eV. For the molar mass, the calculation gives 130.2 g/mol. Its multiplicity is 1. The calculation puts the HOMO energy at -8.59 eV.

Each line ends with the natural charge from an NBO analysis.
Atoms and positions in Å:
C -2.331105 -0.535070 -0.049722  -0.6658
C -0.812793 -0.448334 -0.061397  0.3356
C 0.222102 -1.306115 -0.090162  -0.3608
C 1.504666 -0.449293 -0.199628  0.0751
H -2.739917 0.369060 -0.723004  0.2529
H -2.688812 -1.588807 -0.247462  0.2422
H -2.727048 -0.330278 0.876956  0.2340
H 0.020222 -2.496803 0.428154  0.2673
H 2.239355 2.191852 -0.662774  0.3825
H 2.049746 1.712425 1.273262  0.3754
N 0.923999 0.788275 -0.479375  -0.0284
N 1.570262 2.066315 0.113312  -0.6331
O -0.437920 0.876729 -0.106734  -0.3003
S 3.207242 -0.849962 -0.071426  -0.1764

Forces on atoms 1 to 6 (eV/Å):
C 0.51 0.03 -2.76
C -1.38 1.24 0.23
C 0.90 -2.65 2.24
C -0.76 -1.93 0.29
H 0.80 -2.56 1.04
H 0.35 1.40 -0.52

No. 2
Here is a gas-phase ion, C5H9N (charge +1) at a distorted geometry from OMol25. Energies are from ωB97M-V with the def2-TZVPD basis set.

Its orbital gap (spin up / spin down) is 7.00 / 7.06 eV. For the molar mass, the calculation gives 83.1 g/mol. Its multiplicity is 2. The calculation puts the HOMO energy (spin up / spin down) at -13.88 / -13.92 eV. As for the charge: +1.

Each line ends with the natural charge from an NBO analysis.
Atoms and positions in Å:
N -2.328682 0.571035 -0.708077  -0.7933
C -1.198461 0.009336 -0.038851  0.0116
C -1.355106 -1.146022 0.669622  -0.1431
C 2.677811 0.050150 -0.173597  -0.2210
C 1.284456 0.338122 0.389628  -0.6341
C 0.043539 0.488262 -0.438378  0.2349
H -2.283605 1.551350 -0.942601  0.3977
H -3.271203 0.348022 -0.417996  0.4089
H -2.265653 -1.692627 0.506837  0.2362
H -0.463893 -1.717102 0.954177  0.2268
H 3.285219 0.938461 -0.280226  0.1949
H 3.256909 -0.753053 0.215498  0.1999
H 1.440320 -0.750105 0.341498  0.3429
H 0.897457 0.832597 1.305088  0.2938
H 0.280890 0.931581 -1.382616  0.2439

Forces on atoms 1 to 6 (eV/Å):
N 0.96 0.05 0.39
C -3.37 1.43 -1.01
C 1.84 -0.57 -1.06
C 0.81 4.28 0.26
C -1.75 -1.76 -1.04
C 3.44 -0.78 0.51

No. 3
Here is a molecular structure, C4H9N3O at a distorted geometry from OMol25. Energies are from ωB97M-V with the def2-TZVPD basis set.

Its orbital gap (spin up / spin down) is 6.37 / 6.37 eV. For the molar mass, the calculation gives 115.1 g/mol. Its multiplicity is 1. The calculation puts the HOMO energy (spin up / spin down) at -6.47 / -6.47 eV.

Each line ends with the natural charge from an NBO analysis.
Atoms and positions in Å:
C -0.775787 -0.194590 -1.133260  -0.3172
C 0.738949 0.031197 1.074295  -0.0034
C 0.984710 -0.268536 -0.263227  0.3619
N -1.009218 -1.549135 -1.481378  -0.8753
N -0.695561 2.015128 0.865416  -0.7409
C -0.416367 0.765786 1.344756  0.1630
O 1.462026 -0.483971 2.139092  -0.6761
N 1.913356 -0.854538 -0.911612  -0.9214
H 1.896003 -1.295146 1.830808  0.4877
H 2.602494 -0.202641 -1.297031  0.3972
H -1.442511 -2.086964 -0.740749  0.3779
H -0.424691 -1.891598 -2.237679  0.3988
H -1.561569 2.460839 1.142967  0.4049
H -0.110513 2.352879 0.110735  0.4124
H -1.678763 0.238637 -0.712776  0.1682
H -0.486920 0.447451 -1.964082  0.1722
H -0.995638 0.515202 2.233726  0.1903

Forces on atoms 1 to 6 (eV/Å):
C 2.57 0.06 -0.17
C -0.47 -0.19 0.10
C -2.26 0.79 -1.56
N -0.53 0.95 -0.58
N 0.14 -1.84 0.04
C 0.60 1.22 1.85

No. 4
Here is 2 unconnected molecules or ions with the total composition C4H5ClOS at a distorted geometry from OMol25. Energies are from ωB97M-V with the def2-TZVPD basis set.

Its orbital gap is 8.55 eV. For the molar mass, the calculation gives 136.6 g/mol. Its multiplicity is 1. As for the structure (SMILES): ClSC1=CC1.C=O. The calculation puts the HOMO energy at -8.38 eV.

Each line ends with the natural charge from an NBO analysis.
Atoms and positions in Å:
Cl -2.269457 -1.797589 0.074814  -0.1609
S -0.771942 -1.016684 -1.046331  0.3780
C 0.564759 -1.265786 -0.003428  -0.2334
C 1.832457 -0.982106 0.040116  -0.2159
C 1.352151 -1.976889 1.095438  -0.3798
H 2.662557 -0.256386 -0.167536  0.2396
H 1.621337 -2.992625 0.887618  0.1834
H 1.165816 -1.684709 2.071598  0.1901
C -1.539998 2.975714 -0.752429  0.2684
O -0.651693 2.360636 -0.201861  -0.4975
H -1.672348 4.150494 -0.543477  0.1074
H -2.293639 2.485930 -1.454523  0.1205

Forces on atoms 1 to 6 (eV/Å):
Cl -0.19 -0.05 0.01
S -0.03 -0.20 0.40
C 1.02 0.11 -0.54
C 0.55 1.30 0.90
C -0.05 0.18 -2.98
H -1.12 -1.20 -0.04

No. 5
Here is a single C10H17P molecule at a distorted geometry from OMol25. Energies are from ωB97M-V with the def2-TZVPD basis set.

Its orbital gap (spin up / spin down) is 6.27 / 6.87 eV. For the molar mass, the calculation gives 168.2 g/mol. Its multiplicity is 1. As for the structure (SMILES): CC#CC(CC)=P(C)=C(C)C. The calculation puts the HOMO energy (spin up / spin down) at -6.48 / -6.64 eV.

Each line ends with the natural charge from an NBO analysis.
Atoms and positions in Å:
C 1.705497 -0.788435 -3.588715  -0.6779
C 1.203653 -1.155525 -2.263590  0.0029
C 0.642677 -1.080620 -1.186027  -0.0669
C 0.012715 -0.958360 0.031108  -0.4404
C -0.373364 -2.304425 0.589016  -0.4208
C -1.795098 -2.647451 0.111238  -0.5990
P 0.396464 0.318854 1.230839  1.0452
C -0.430571 0.204732 2.869166  -0.9384
C -0.026381 1.859848 0.641157  -0.3617
C 0.200907 3.066643 1.463961  -0.6520
C 0.095930 2.059373 -0.883861  -0.6696
H 0.756363 -0.851275 -4.155965  0.2352
H 2.419598 -1.453605 -4.056004  0.2274
H 2.086556 0.225012 -3.679791  0.2309
H -0.323290 -2.322935 1.697449  0.1958
H 0.394312 -3.038002 0.351781  0.2104
H -1.697448 -3.010185 -0.874344  0.2102
H -2.460808 -1.647067 0.106567  0.2066
H -2.259140 -3.447991 0.729915  0.2081
H -1.367666 -0.318725 2.872799  0.2508
H -0.662641 1.323360 2.969110  0.2451
H 0.349477 0.031141 3.626996  0.2439
H 0.908708 3.699180 1.004033  0.2171
H 0.655727 2.718729 2.438180  0.2004
H -0.725647 3.407701 1.693430  0.2190
H -0.164313 3.138211 -1.093449  0.2177
H -0.588716 1.295091 -1.419639  0.2316
H 1.046500 1.676724 -1.225359  0.2286

Forces on atoms 1 to 6 (eV/Å):
C -1.46 -0.56 -0.46
C 0.57 0.75 0.69
C 0.69 0.71 -1.31
C 0.49 -0.34 2.02
C -0.55 0.09 1.53
C -0.94 1.51 1.40

- multiplicity of number 3 (C4H9N3O)?
  1

- multiplicity of number 3 (C4H9N3O)?
  1

What did the third record say?
Here is a molecular structure, C4H9N3O at a distorted geometry from OMol25. Energies are from ωB97M-V with the def2-TZVPD basis set.

Its orbital gap (spin up / spin down) is 6.37 / 6.37 eV. For the molar mass, the calculation gives 115.1 g/mol. Its multiplicity is 1. The calculation puts the HOMO energy (spin up / spin down) at -6.47 / -6.47 eV.

Each line ends with the natural charge from an NBO analysis.
Atoms and positions in Å:
C -0.775787 -0.194590 -1.133260  -0.3172
C 0.738949 0.031197 1.074295  -0.0034
C 0.984710 -0.268536 -0.263227  0.3619
N -1.009218 -1.549135 -1.481378  -0.8753
N -0.695561 2.015128 0.865416  -0.7409
C -0.416367 0.765786 1.344756  0.1630
O 1.462026 -0.483971 2.139092  -0.6761
N 1.913356 -0.854538 -0.911612  -0.9214
H 1.896003 -1.295146 1.830808  0.4877
H 2.602494 -0.202641 -1.297031  0.3972
H -1.442511 -2.086964 -0.740749  0.3779
H -0.424691 -1.891598 -2.237679  0.3988
H -1.561569 2.460839 1.142967  0.4049
H -0.110513 2.352879 0.110735  0.4124
H -1.678763 0.238637 -0.712776  0.1682
H -0.486920 0.447451 -1.964082  0.1722
H -0.995638 0.515202 2.233726  0.1903

Forces on atoms 1 to 6 (eV/Å):
C 2.57 0.06 -0.17
C -0.47 -0.19 0.10
C -2.26 0.79 -1.56
N -0.53 0.95 -0.58
N 0.14 -1.84 0.04
C 0.60 1.22 1.85

- The highest multiplicity belongs to which entry?
  C5H9N